Entry 1:
17
Properties=species:S:1:pos:R:3:lowdin_charge:R:1 method="wB97M-V/def2-TZVPD" homo_lumo_gap_ev=5.06 homo_energy_ev=-1.10 e_above_lowest_ev=3.9267 e_tot_ha=-326.34100 total_charge=-1
C 0.132 -1.120 -0.314 -0.28
C -1.263 -0.704 0.071 -0.24
C -1.810 0.559 -0.199 -0.35
C -3.073 0.947 0.204 -0.18
N 1.222 -0.840 0.701 0.05
C 2.204 -0.037 0.155 -0.54
O 2.309 0.519 -0.955 -0.06
H 0.178 -2.198 -0.408 0.08
H 0.406 -0.691 -1.292 0.09
H -1.903 -1.385 0.631 0.05
H -1.229 1.250 -0.810 0.08
H 0.986 2.544 1.544 0.08
H -3.728 0.347 0.828 -0.01
H -3.536 1.871 -0.107 -0.04
H 1.192 1.988 1.093 0.03
H 3.106 -0.069 0.820 0.13
H 1.162 0.353 0.808 0.10

***

Entry 2:
17
Properties=species:S:1:pos:R:3:lowdin_charge:R:1 method="wB97M-V/def2-TZVPD" homo_lumo_gap_ev="8.45 / 8.46" homo_energy_ev="-12.58 / -12.58" e_above_lowest_ev=5.7265 e_tot_ha=-326.07136 total_charge=+1
C 0.570 -0.305 0.131 -0.06
C -0.842 1.233 -1.247 -0.12
C 0.165 0.900 -2.301 0.08
C 1.740 -1.141 0.237 -0.06
C -0.732 -0.491 2.231 0.04
N 0.108 0.323 -0.865 -0.04
O -2.016 -0.567 1.934 0.04
H -1.085 2.143 -0.670 0.15
H -1.798 0.807 -1.572 0.13
H -0.149 0.212 -3.025 0.11
H 0.904 1.577 -2.519 0.09
H 1.565 -1.993 -0.391 0.10
H 2.186 -1.442 1.210 0.10
H 2.497 -0.509 -0.217 0.10
H -0.169 -1.394 2.319 0.08
H -0.341 0.507 2.486 0.11
H -2.603 0.140 2.260 0.15

***

Entry 3:
17
Properties=species:S:1:pos:R:3:lowdin_charge:R:1 method="wB97M-V/def2-TZVPD" homo_lumo_gap_ev="8.51 / 8.54" homo_energy_ev="-15.88 / -15.58" e_above_lowest_ev=6.3093 smiles="C[N+](=O)C1(C)CC1" e_tot_ha=-326.04995 total_charge=+1
C 0.186 0.846 1.242 0.06
C -0.001 1.525 -0.034 0.00
C -0.441 0.073 -0.015 -0.37
C -1.887 -0.250 0.314 0.01
C 1.714 -0.868 -0.808 0.04
N 0.310 -0.895 -0.595 -0.03
O -0.341 -2.016 -1.107 0.13
H 1.166 0.722 1.540 0.11
H -0.663 0.869 1.899 0.11
H -0.620 2.322 -0.363 0.14
H 0.946 1.575 -0.589 0.13
H -2.504 0.147 -0.527 0.12
H -2.157 0.071 1.402 0.13
H -2.212 -1.320 0.290 0.10
H 2.041 -1.878 -0.956 0.13
H 2.435 -0.613 -0.094 0.11
H 2.028 -0.311 -1.600 0.10

***

Entry 4:
17
Properties=species:S:1:pos:R:3:lowdin_charge:R:1 method="wB97M-V/def2-TZVPD" homo_lumo_gap_ev=9.46 homo_energy_ev=-13.93 e_above_lowest_ev=4.2562 e_tot_ha=-326.12539 total_charge=+1
C -2.086 -0.638 -1.364 0.10
C -0.321 0.262 -0.014 -0.08
C 0.428 -0.242 2.317 -0.04
C -0.010 0.807 1.293 -0.19
C 1.287 0.222 -1.344 -0.04
N -1.269 -0.203 -0.563 0.07
O 0.877 -0.301 -2.526 0.01
H -2.561 0.148 -2.033 0.14
H -2.440 -1.716 -1.554 0.15
H 1.021 -0.858 1.728 0.05
H 0.892 0.354 3.109 0.10
H -0.380 -0.798 2.697 0.07
H 0.790 1.565 1.253 0.14
H -0.867 1.247 1.691 0.11
H 1.186 1.349 -1.370 0.12
H 2.193 -0.008 -0.678 0.15
H 1.259 -1.190 -2.644 0.14

***

Entry 5:
18
Properties=species:S:1:pos:R:3:lowdin_charge:R:1 method="wB97M-V/def2-TZVPD" homo_lumo_gap_ev=6.20 homo_energy_ev=-2.69 e_above_lowest_ev=1.6960 smiles="CCC(=O)NCC[O-]" e_tot_ha=-401.76449 total_charge=-1
C 1.839 0.029 0.336 -0.18
C 2.984 0.552 1.191 -0.11
C 0.708 1.014 0.202 -0.53
N -0.438 0.553 -0.338 0.05
C -0.840 -0.861 -0.461 -0.21
C -2.370 -0.964 -0.743 -0.57
O -2.785 -2.235 -0.747 -0.36
O 0.825 2.196 0.532 0.00
H 1.392 -0.877 0.754 0.10
H 2.214 -0.222 -0.657 0.12
H 2.700 0.596 2.243 0.07
H 3.309 1.523 0.828 0.07
H 3.840 -0.127 1.110 0.06
H -1.240 1.138 -0.131 0.12
H -0.352 -1.338 -1.296 0.10
H -0.666 -1.405 0.470 0.10
H -2.498 -0.478 -1.746 0.08
H -2.835 -0.313 0.049 0.08

***

Entry 6:
18
Properties=species:S:1:pos:R:3:lowdin_charge:R:1 method="wB97M-V/def2-TZVPD" homo_lumo_gap_ev=6.34 homo_energy_ev=-2.25 e_above_lowest_ev=3.6791 e_tot_ha=-401.69161 total_charge=-1
C 1.939 -0.338 1.066 -0.22
N 0.443 -0.250 1.082 -0.21
C -0.097 0.640 0.096 -0.48
C -1.275 0.164 -0.744 -0.16
C -1.003 -1.314 -1.120 -0.32
O -1.125 -2.090 0.045 -0.15
C -0.098 2.079 0.452 -0.24
O -0.716 2.929 -0.182 -0.03
H 2.045 -0.334 2.158 0.04
H 2.375 0.626 0.742 0.05
H 2.255 -1.289 0.626 0.04
H -0.438 -1.659 0.646 0.03
H 0.693 0.705 -0.751 0.15
H -2.198 0.138 -0.159 0.11
H -1.518 0.692 -1.656 0.10
H -1.754 -1.637 -1.843 0.09
H -0.086 -1.484 -1.706 0.10
H 0.560 2.420 1.248 0.10

***

Entry 7:
18
Properties=species:S:1:pos:R:3:lowdin_charge:R:1 method="wB97M-V/def2-TZVPD" homo_lumo_gap_ev=4.73 homo_energy_ev=-3.78 e_above_lowest_ev=11.4447 e_tot_ha=-401.40623 total_charge=-1
O -2.861 -0.193 1.642 -0.32
C -3.112 0.588 0.655 -0.55
C -0.102 -0.445 -1.100 -0.21
C 2.138 0.329 -0.131 -0.11
C 0.896 -0.260 0.417 0.11
C -0.399 -0.131 0.347 0.03
O 3.633 -1.518 1.175 -0.51
N 0.055 0.624 -1.978 0.10
H -4.254 0.816 0.810 0.06
H -3.172 0.504 -0.538 0.07
H 2.305 0.072 -1.193 0.09
H 2.278 1.441 -0.016 0.11
H -1.185 -0.330 0.994 0.04
H 2.976 -0.067 0.395 -0.01
H -2.637 1.639 0.749 0.06
H 3.944 -1.856 1.984 -0.19
H 0.048 0.242 -2.973 0.07
H -0.552 -1.457 -1.240 0.14

***

Entry 8:
18
Properties=species:S:1:pos:R:3:mulliken_spin:R:1 method="wB97M-V/def2-TZVPD" homo_lumo_gap_ev="2.87 / 8.11" s2=0.75 homo_energy_ev="3.83 / -1.53" multiplicity=2 e_above_lowest_ev=0.2811 e_tot_ha=-401.67318 total_charge=-2
C 0.026 0.532 -0.649 -0.10
N -0.705 -0.159 0.381 -0.13
C -1.929 0.326 1.021 0.12
O -2.404 1.346 0.461 -0.03
O -2.242 -0.280 2.062 -0.02
C 0.826 -0.430 -1.542 0.54
C 2.048 -1.052 -0.860 0.43
C 3.249 -0.157 -0.540 3.61
H 0.692 1.365 -0.412 -0.02
H -0.781 0.917 -1.320 0.00
H -0.123 -0.668 1.031 0.00
H 1.186 0.146 -2.404 -0.28
H 0.208 -1.289 -1.889 0.07
H 1.784 -1.543 0.084 0.04
H 2.344 -1.821 -1.539 -0.90
H 4.172 -0.756 -0.318 -1.52
H 2.978 0.418 0.359 -0.12
H 3.527 0.631 -1.244 -0.67

***

Entry 9:
18
Properties=species:S:1:pos:R:3:mulliken_spin:R:1 method="wB97M-V/def2-TZVPD" homo_lumo_gap_ev="10.37 / 7.22" s2=0.76 homo_energy_ev="-9.36 / -9.42" multiplicity=2 e_above_lowest_ev=2.0039 e_tot_ha=-401.62177 total_charge=0
O 2.245 -0.666 -0.040 0.73
C 1.322 -0.744 0.838 -0.01
C -0.135 -0.280 0.253 0.15
C -0.070 -0.382 -1.319 0.00
C -1.453 -0.560 -1.869 0.00
N -0.317 1.086 0.700 0.06
C 0.543 1.173 1.946 0.00
O 1.528 0.217 1.965 0.00
H 1.137 -1.692 1.378 0.07
H -1.058 -0.743 0.562 0.00
H 0.374 0.592 -1.500 0.01
H 0.705 -1.061 -1.685 0.00
H -1.663 -1.640 -2.065 0.00
H -2.199 -0.142 -1.198 0.00
H -1.748 -0.232 -2.860 0.00
H -0.100 1.917 0.172 0.00
H 0.956 2.196 1.887 0.00
H -0.068 0.961 2.835 0.00

***

Entry 10:
18
Properties=species:S:1:pos:R:3:lowdin_charge:R:1 method="wB97M-V/def2-TZVPD" homo_lumo_gap_ev=8.09 homo_energy_ev=-12.39 e_above_lowest_ev=5.4277 e_tot_ha=-401.32554 total_charge=+1
C -0.301 -0.243 -0.444 -0.04
C -0.817 0.054 0.735 -0.48
C 2.386 0.067 -0.924 -0.07
C -2.325 0.410 0.981 -0.02
C 3.001 -0.334 0.296 0.03
N -1.253 -0.170 -1.714 0.13
O 2.355 0.344 -2.057 0.24
O -0.042 -0.008 1.837 0.01
H -2.756 -0.478 1.638 0.13
H -2.807 0.412 -0.097 0.09
H -2.438 1.397 1.407 0.07
H 2.878 -1.345 0.207 0.09
H 2.423 0.083 1.107 0.10
H 4.108 -0.144 0.504 0.16
H -1.866 -0.958 -1.454 0.15
H -0.642 -0.520 -2.373 0.08
H -1.582 0.763 -2.146 0.20
H -0.322 0.668 2.496 0.14

***

Entry 11:
18
Properties=species:S:1:pos:R:3:lowdin_charge:R:1 method="wB97M-V/def2-TZVPD" homo_lumo_gap_ev=10.61 homo_energy_ev=-14.12 e_above_lowest_ev=3.4319 smiles="C=C[C@H]([NH3+])[C@]1(O)CO1" e_tot_ha=-401.39888 total_charge=+1
C 1.185 1.721 1.268 0.04
C 0.565 1.330 0.180 -0.15
C -0.949 -1.378 1.268 -0.06
C -0.821 -0.707 -0.007 -0.54
C 0.664 -0.089 -0.324 -0.17
N 0.612 -0.121 -1.813 0.23
O -0.758 -2.114 0.133 0.03
O -1.688 -0.097 -0.767 0.11
H 0.981 2.705 1.789 0.11
H 1.869 1.100 1.814 0.07
H -0.087 2.124 -0.359 0.16
H -0.005 -1.376 1.874 0.15
H -1.926 -1.472 1.653 0.13
H 1.323 -0.739 0.279 0.17
H 1.396 0.369 -2.198 0.17
H -0.251 0.295 -2.031 0.12
H 0.485 -1.170 -2.224 0.27
H -2.595 -0.382 -0.532 0.18

***

Entry 12:
18
Properties=species:S:1:pos:R:3:lowdin_charge:R:1 method="wB97M-V/def2-TZVPD" homo_lumo_gap_ev=5.64 homo_energy_ev=-13.46 e_above_lowest_ev=5.1517 e_tot_ha=-401.33568 total_charge=+1
O -2.328 0.604 -2.629 0.10
C -1.334 0.014 -2.243 -0.15
C -0.478 0.523 -1.056 -0.28
C -0.163 -0.617 -0.044 -0.09
C 1.279 -0.657 0.336 0.23
C 1.554 -0.230 1.689 -0.16
O 0.592 -0.894 2.567 0.01
N -1.296 1.630 -0.506 0.06
H -1.027 -0.886 -2.709 0.12
H 0.493 0.810 -1.446 0.14
H -0.697 -0.619 0.861 0.11
H -0.471 -1.559 -0.505 0.15
H 1.903 -1.334 -0.189 0.15
H 1.305 0.826 1.812 0.16
H 2.597 -0.387 2.021 0.15
H 1.010 -1.482 3.155 0.09
H -2.139 1.875 -1.102 0.12
H -0.799 2.383 -0.013 0.10

***

Entry 13:
19
Properties=species:S:1:pos:R:3:lowdin_charge:R:1 method="wB97M-V/def2-TZVPD" homo_lumo_gap_ev=8.48 homo_energy_ev=-7.83 e_above_lowest_ev=1.1372 smiles="C[P@@H](O)=C1CCNC1=O" e_tot_ha=-743.07673 total_charge=0
C -1.220 0.802 -0.376 -0.53
C 0.825 0.171 -1.534 -0.16
C -0.203 0.807 -2.432 -0.24
C 0.107 0.238 -0.181 -0.34
C -0.706 -0.164 2.595 -0.23
N -1.477 0.778 -1.765 0.03
O -2.109 0.988 0.439 -0.01
O 1.548 -1.292 1.511 -0.20
P 0.575 -0.009 1.383 0.78
H 0.944 -0.876 -1.851 0.11
H 1.719 0.805 -1.492 0.11
H -0.090 1.880 -2.663 0.11
H -0.400 0.415 -3.490 0.13
H -0.385 -0.770 3.486 0.07
H -1.634 -0.676 2.124 0.09
H -1.162 0.768 2.834 0.04
H -2.344 0.911 -2.253 0.13
H 1.266 -2.089 1.102 0.06
H 1.348 0.898 2.225 0.05

***

Entry 14:
18
Properties=species:S:1:pos:R:3:lowdin_charge:R:1 method="wB97M-V/def2-TZVPD" homo_lumo_gap_ev=5.45 homo_energy_ev=-2.25 e_above_lowest_ev=4.8776 e_tot_ha=-724.57418 total_charge=-1
O -1.488 -1.215 0.452 -0.05
C -1.426 0.167 0.263 -0.51
N -0.279 0.907 0.154 0.13
C 0.876 -0.060 0.494 -0.43
C 2.179 0.811 0.480 -0.77
S 3.702 -0.079 0.851 0.09
C 1.020 -1.232 -0.500 -0.13
C -2.774 0.795 -0.273 -0.02
H -1.172 -0.681 -0.564 0.17
H 0.579 -0.437 1.387 0.08
H 2.034 1.688 1.168 0.04
H 2.309 1.210 -0.546 0.03
H 0.983 -1.005 -1.541 0.06
H 0.367 -2.117 -0.363 0.07
H 2.059 -1.690 -0.432 0.04
H -3.338 0.126 -0.870 0.05
H -3.237 1.125 0.662 0.07
H -2.395 1.688 -0.823 0.08

***

Entry 15:
17
Properties=species:S:1:pos:R:3:lowdin_charge:R:1 method="wB97M-V/def2-TZVPD" homo_lumo_gap_ev="8.90 / 7.90" homo_energy_ev="-8.66 / -7.71" e_above_lowest_ev=4.9110 e_tot_ha=-592.39900 total_charge=0
C -0.281 -0.934 -1.228 -0.48
C -1.623 -0.750 -0.638 -0.24
C -1.378 -0.514 0.926 -0.17
C -0.319 0.599 1.121 -0.26
C 1.915 0.962 0.050 -0.20
N 0.980 0.057 0.651 -0.04
P 0.563 -1.246 -2.586 0.80
H -1.984 0.063 -1.196 0.09
H -2.270 -1.565 -0.574 0.08
H -2.217 -0.219 1.568 0.10
H -0.893 -1.317 1.395 0.08
H -0.460 1.386 0.484 0.06
H -0.461 0.991 2.101 0.10
H 2.819 0.763 0.689 0.10
H 2.241 0.642 -0.879 -0.01
H 1.673 2.102 -0.148 0.12
H 1.696 -1.022 -1.736 -0.14

***

Entry 16:
17
Properties=species:S:1:pos:R:3:lowdin_charge:R:1 method="wB97M-V/def2-TZVPD" homo_lumo_gap_ev=9.55 homo_energy_ev=-8.78 e_above_lowest_ev=2.7208 smiles="CC(C)=NP.C#C" e_tot_ha=-592.47949 total_charge=0
C -4.305 0.781 -0.414 -0.01
C 2.473 -0.642 -0.224 -0.06
C -3.142 0.591 -0.575 -0.01
C 1.070 -0.425 0.232 -0.45
C 0.269 -1.751 0.511 -0.03
N 0.377 0.618 0.130 -0.33
P 0.775 2.145 -0.321 0.73
H -5.317 1.098 -0.281 0.02
H 2.819 -1.673 -0.350 0.09
H 2.633 -0.083 -1.147 0.08
H 3.260 -0.208 0.262 0.04
H -2.093 0.497 -0.628 -0.03
H 0.309 -2.496 -0.262 0.07
H -0.815 -1.450 0.530 0.08
H 0.519 -2.116 1.439 0.04
H -0.414 2.572 0.253 -0.13
H 1.584 2.543 0.845 -0.09

***

Entry 17:
17
Properties=species:S:1:pos:R:3:lowdin_charge:R:1 method="wB97M-V/def2-TZVPD" homo_lumo_gap_ev="7.88 / 7.28" homo_energy_ev="-7.40 / -6.71" e_above_lowest_ev=5.8105 e_tot_ha=-592.36595 total_charge=0
C -1.737 -1.075 0.293 -0.10
C -1.579 0.188 0.097 -0.25
C 1.272 0.067 -0.226 -0.47
C -2.301 1.405 -0.087 -0.15
C 2.740 -1.884 -0.404 -0.14
N 1.622 -1.080 -0.201 -0.09
P 1.525 1.748 0.052 0.77
H -2.785 -1.580 0.561 0.09
H -0.799 -1.778 0.167 0.06
H -3.056 1.179 -0.765 0.04
H -1.524 2.284 -0.237 0.08
H -2.841 1.645 0.931 0.12
H 3.581 -1.196 -0.755 0.10
H 2.328 -2.625 -1.196 0.11
H 3.166 -2.538 0.364 0.07
H 0.653 2.220 -0.953 -0.11
H 2.657 2.166 -0.665 -0.14

***

Entry 18:
17
Properties=species:S:1:pos:R:3:lowdin_charge:R:1 method="wB97M-V/def2-TZVPD" homo_lumo_gap_ev=9.91 homo_energy_ev=-8.81 e_above_lowest_ev=3.1826 e_tot_ha=-592.46252 total_charge=0
C 1.745 0.657 -0.193 -0.17
C 1.988 -0.149 0.994 -0.18
C -1.716 0.627 -0.303 -0.20
C -2.514 -0.241 0.622 -0.18
C 1.518 -0.812 -0.271 -0.47
N -1.047 -0.348 0.573 -0.38
P -0.206 -1.661 -0.132 0.91
H 0.926 1.240 -0.122 0.05
H 2.543 1.022 -0.778 0.10
H 3.087 -0.416 1.126 0.13
H 1.261 -0.322 1.732 0.06
H -1.786 0.340 -1.282 0.04
H -1.720 1.585 0.046 0.07
H -3.043 0.360 1.492 0.15
H -3.021 -0.945 0.107 0.04
H 2.187 -1.341 -0.770 0.03
H -0.828 -1.396 -1.752 0.00

***

Entry 19:
17
Properties=species:S:1:pos:R:3:lowdin_charge:R:1 method="wB97M-V/def2-TZVPD" homo_lumo_gap_ev="7.73 / 7.74" homo_energy_ev="-12.24 / -12.24" e_above_lowest_ev=6.2822 e_tot_ha=-648.99451 total_charge=+1
C 0.328 -0.812 0.556 -0.41
C 0.541 -0.140 1.640 -0.22
C 1.472 0.560 -1.429 -0.04
C -1.248 -0.126 -1.163 -0.37
C -0.470 -0.330 2.678 -0.08
N 0.454 0.401 -2.253 -0.02
S -0.818 -1.632 -0.359 1.03
H 1.491 0.327 1.903 0.13
H 1.568 1.569 -0.892 0.13
H 2.274 -0.169 -1.475 0.09
H -1.454 0.708 -0.530 0.05
H -2.112 -0.358 -1.871 0.07
H 0.010 -0.105 3.593 0.07
H -0.984 -1.301 2.599 0.09
H -1.237 0.465 2.425 0.12
H -0.199 1.310 -2.580 0.25
H 0.385 -0.367 -2.840 0.10

***

Entry 20:
16
Properties=species:S:1:pos:R:3:mulliken_spin:R:1 method="wB97M-V/def2-TZVPD" homo_lumo_gap_ev="2.69 / 5.30" s2=0.77 homo_energy_ev="0.36 / -2.27" multiplicity=2 e_above_lowest_ev=1.1170 e_tot_ha=-271.65028 total_charge=-1
C 1.803 1.433 3.243 0.38
C 0.610 1.371 2.539 0.09
C 0.587 0.686 1.243 0.24
C -0.664 0.233 0.779 0.25
C -0.936 -0.022 -0.641 -0.04
H 1.992 1.644 4.294 0.01
H 2.658 1.128 2.646 -0.01
H -0.358 1.588 2.981 -0.02
H 1.590 0.425 0.924 0.04
H -1.498 0.288 1.471 0.04
H -0.123 -0.597 -1.137 0.04
H -0.968 0.930 -1.225 0.00
H -1.856 -0.616 -0.742 -0.03
H -1.133 -2.327 -4.413 0.00
H -0.424 -2.216 -5.693 0.00
O -0.999 -2.802 -5.228 0.00